68
Properties=species:S:1:pos:R:3:mulliken_charge:R:1 method="wB97M-V/def2-TZVPD" de_lowest_ev=3.835 total_charge=-1 e_homo_ev=-5.6 energy_ev=-50233.93543 spin_multiplicity=1 mol_weight_g_mol=421.93
Cl 2.7211 -0.6330 0.4840 1.581
O 2.3331 -1.9300 0.0871 -0.637
O 1.9005 0.2622 -0.2379 -0.641
O 2.4241 -0.3823 1.8814 -0.644
O 4.1592 -0.4317 0.2121 -0.660
C 4.7540 2.9372 -7.6664 -0.920
C 5.0084 2.5334 -6.1183 -0.212
O 5.5006 3.7606 -5.5008 -0.549
H 5.7409 2.9951 -8.1255 0.251
H 4.1628 3.8519 -7.7091 0.265
H 4.2609 2.1352 -8.2159 0.328
H 5.7892 1.8023 -5.9082 0.251
H 4.0889 2.2538 -5.6040 0.289
H 5.3647 3.8163 -4.5521 0.297
C 1.7154 0.6574 8.7572 -1.154
C 0.9147 -0.6469 8.8616 -0.178
O -0.2638 -0.2810 9.5609 -0.488
H 2.3628 0.8823 9.6047 0.317
H 0.9896 1.4606 8.6301 0.357
H 2.3885 0.6733 7.9000 0.346
H 1.5420 -1.5044 9.1050 0.221
H 0.5978 -0.9104 7.8525 0.250
H 0.2151 0.2189 10.2259 0.329
C -0.5109 6.7593 -5.0813 -0.979
C -1.6105 6.0219 -4.2757 -0.234
O -1.1212 6.0556 -2.9491 -0.516
H 0.3563 6.1023 -5.1477 0.309
H -0.2662 7.7233 -4.6353 0.273
H -0.8684 7.1601 -6.0298 0.335
H -1.7648 5.0011 -4.6254 0.216
H -2.5750 6.5297 -4.2736 0.285
H -0.2707 5.6111 -2.9729 0.311
C 6.1866 -6.9500 -3.2523 -0.979
C 6.9624 -5.8962 -3.9965 -0.195
O 6.1170 -4.8920 -4.5975 -0.536
H 6.7289 -7.6308 -2.5962 0.321
H 5.7896 -7.6834 -3.9542 0.251
H 5.3882 -6.4930 -2.6677 0.310
H 7.6161 -6.4494 -4.6708 0.279
H 7.5107 -5.3879 -3.2033 0.233
H 5.6010 -4.3790 -3.9712 0.316
C -3.5557 3.0486 3.4637 -1.111
C -4.7734 2.2353 3.9337 -0.207
O -4.4828 2.0083 5.2890 -0.506
H -3.5518 4.1017 3.7446 0.356
H -3.5009 3.0720 2.3753 0.337
H -2.6933 2.4473 3.7516 0.313
H -4.9745 1.3184 3.3796 0.310
H -5.6555 2.8579 3.7838 0.201
H -4.2573 2.8925 5.5874 0.309
C -4.5490 -1.0895 -2.1522 -0.933
C -5.7474 -0.2203 -2.4588 -0.273
O -6.8380 -0.6680 -1.6457 -0.511
H -4.2693 -1.1108 -1.0989 0.256
H -3.6765 -0.7020 -2.6782 0.309
H -4.7542 -2.0813 -2.5551 0.322
H -6.0569 -0.2748 -3.5025 0.245
H -5.4985 0.7890 -2.1310 0.284
H -6.9940 -1.5255 -2.0481 0.299
C -3.9653 -4.9517 3.0219 -0.896
C -3.1922 -4.1719 4.1019 -0.361
O -3.7484 -4.1445 5.4253 -0.502
H -4.8275 -4.3354 2.7671 0.227
H -4.1969 -5.9549 3.3797 0.298
H -3.4242 -5.1786 2.1034 0.323
H -2.8190 -3.2406 3.6757 0.359
H -2.2963 -4.7910 4.1486 0.244
H -3.6406 -5.0535 5.7148 0.309